Entry from OMol25: the molecule C21H29N3O6S at a distorted geometry (ωB97M-V with the def2-TZVPD basis set).

Values from the calculation:
energy = -49838.087 eV
LUMO energy = 0.6 eV
gap between HOMO and LUMO = 8.6 eV
structure (SMILES) = COc1ccc(-c2nc(CS(=O)(=O)CC(=O)NCCCN3CCOCC3)c(C)o2)cc1
highest occupied orbital energy = -8.018 eV

Each line ends with the Löwdin charge.
Cartesian coordinates (Å):
C  2.955  -1.059  4.696  -0.077
H  3.585  -1.763  5.236  0.096
O  3.481  -1.004  3.390  -0.076
C  2.867  -0.219  2.471  -0.287
C  3.385  -0.289  1.173  -0.001
C  2.825  0.447  0.156  -0.011
C  1.737  1.285  0.413  -0.162
C  1.228  1.365  1.707  -0.009
C  1.784  0.620  2.728  -0.013
H  1.361  0.691  3.717  0.108
H  0.375  1.998  1.888  0.117
C  1.116  2.038  -0.650  -0.297
N  0.206  2.961  -0.523  0.208
C  -0.097  3.356  -1.797  -0.292
C  0.657  2.624  -2.675  -0.240
O  1.436  1.795  -1.943  0.117
C  0.709  2.591  -4.156  0.011
H  1.375  1.796  -4.479  0.089
H  1.072  3.540  -4.552  0.090
H  -0.291  2.413  -4.548  0.076
C  -1.139  4.355  -2.075  -0.136
H  -0.972  4.893  -3.003  0.117
H  -1.286  5.038  -1.245  0.113
S  -2.719  3.458  -2.300  0.700
O  -3.766  4.419  -2.509  -0.315
O  -2.527  2.479  -3.349  -0.328
C  -3.062  2.613  -0.719  -0.107
C  -2.435  1.242  -0.499  -0.534
O  -1.994  0.924  0.587  0.062
N  -2.516  0.417  -1.555  0.075
C  -1.999  -0.934  -1.481  -0.153
H  -2.304  -1.357  -0.521  0.117
C  -0.472  -0.983  -1.556  -0.152
H  -0.133  -0.763  -2.570  0.119
H  -0.074  -0.216  -0.893  0.079
C  0.070  -2.348  -1.135  -0.197
N  -0.469  -2.797  0.137  -0.173
C  -0.109  -1.931  1.251  -0.156
C  -0.767  -2.455  2.526  -0.182
O  -0.379  -3.780  2.812  -0.132
C  -0.709  -4.620  1.732  -0.200
C  -0.045  -4.154  0.436  -0.173
H  -0.348  -4.811  -0.382  0.123
H  1.053  -4.217  0.552  0.130
H  -0.365  -5.620  2.002  0.124
H  -1.800  -4.632  1.590  0.126
H  -0.468  -1.852  3.384  0.117
H  -1.859  -2.405  2.412  0.130
H  -0.475  -0.921  1.074  0.098
H  0.986  -1.900  1.389  0.125
H  -0.218  -3.094  -1.882  0.121
H  1.174  -2.297  -1.111  0.124
H  -2.448  -1.515  -2.287  0.128
H  -2.676  0.831  -2.467  0.102
H  -4.148  2.525  -0.698  0.117
H  -2.740  3.289  0.068  0.112
H  3.222  0.381  -0.845  0.120
H  4.226  -0.941  0.994  0.121
H  2.999  -0.083  5.189  0.096
H  1.924  -1.425  4.695  0.091



Entry from OMol25: the molecule C21H29N5O2 (ωB97M-V with the def2-TZVPD basis set).

Values from the calculation:
energy = -33794.668 eV
LUMO energy = 0.7 eV
gap between HOMO and LUMO = 9.0 eV
structure (SMILES) = CCn1ccnc1CNC(=O)C[C@H]1C(=O)NCCN1CCCc1ccccc1
highest occupied orbital energy = -8.235 eV

Each line ends with the Löwdin charge.
Cartesian coordinates (Å):
C  3.593  0.613  -2.701  -0.062
H  4.660  0.812  -2.776  0.071
H  3.072  1.217  -3.439  0.072
H  3.422  -0.437  -2.928  0.075
C  3.080  0.945  -1.301  -0.193
N  3.760  0.159  -0.304  -0.039
C  3.365  -1.008  0.264  -0.313
N  4.268  -1.470  1.098  0.095
C  5.294  -0.583  1.064  -0.153
C  4.998  0.431  0.201  -0.072
H  5.546  1.306  -0.083  0.113
H  6.171  -0.732  1.661  0.089
C  2.042  -1.658  0.041  -0.089
N  1.025  -1.079  0.901  0.106
C  0.081  -0.239  0.445  -0.497
O  -0.058  0.006  -0.741  0.031
C  -0.833  0.323  1.525  -0.015
H  -0.321  0.271  2.485  0.125
H  -1.726  -0.300  1.574  0.111
C  -1.231  1.783  1.249  -0.194
N  -2.538  1.960  0.634  -0.121
C  -2.721  3.344  0.273  -0.169
C  -1.705  3.795  -0.784  -0.156
N  -0.375  3.461  -0.327  0.099
C  -0.062  2.482  0.541  -0.448
O  1.096  2.228  0.820  0.062
H  0.407  3.884  -0.809  0.150
H  -1.766  4.876  -0.942  0.119
H  -1.910  3.294  -1.740  0.113
H  -3.737  3.487  -0.098  0.124
H  -2.594  3.952  1.175  0.126
C  -2.960  1.003  -0.383  -0.177
C  -4.131  0.162  0.144  -0.167
H  -5.053  0.746  0.098  0.110
H  -3.952  -0.074  1.194  0.102
C  -4.305  -1.137  -0.650  -0.154
C  -3.122  -2.048  -0.470  -0.248
C  -2.207  -2.255  -1.493  -0.047
C  -1.105  -3.070  -1.303  -0.086
C  -0.898  -3.685  -0.082  -0.103
C  -1.804  -3.488  0.947  -0.085
C  -2.908  -2.678  0.751  -0.057
H  -3.618  -2.535  1.555  0.116
H  -1.652  -3.969  1.902  0.102
H  -0.039  -4.322  0.069  0.100
H  -0.404  -3.221  -2.111  0.106
H  -2.357  -1.772  -2.448  0.117
H  -4.432  -0.899  -1.708  0.114
H  -5.209  -1.644  -0.304  0.116
H  -3.283  1.528  -1.287  0.124
H  -2.135  0.353  -0.671  0.092
H  -1.300  2.293  2.224  0.161
H  1.191  -1.161  1.891  0.149
H  2.138  -2.721  0.275  0.121
H  1.696  -1.534  -0.987  0.118
H  2.007  0.755  -1.235  0.092
H  3.249  2.000  -1.072  0.122



Entry from OMol25: the molecule C21H29N5O4S2 at a distorted geometry (ωB97M-V with the def2-TZVPD basis set).

Values from the calculation:
energy = -59558.371 eV
LUMO energy = 0.3 eV
gap between HOMO and LUMO = 9.5 eV
structure (SMILES) = CCN(CC)S(=O)(=O)c1cccc(C(=O)N[C@H](C(=O)Nc2nnc(C3CC3)s2)C(C)C)c1
highest occupied orbital energy = -9.134 eV

Each line ends with the Löwdin charge.
Cartesian coordinates (Å):
C  4.029  1.071  2.189  -0.060
H  4.405  1.404  3.153  0.069
H  3.950  1.937  1.538  0.079
H  3.035  0.652  2.330  0.062
C  4.974  0.049  1.556  -0.245
N  5.074  -1.209  2.258  -0.256
S  4.087  -2.435  1.739  0.669
O  4.510  -3.637  2.394  -0.279
O  4.061  -2.395  0.306  -0.284
C  2.440  -2.019  2.328  -0.256
C  1.566  -1.409  1.452  -0.018
C  0.310  -1.016  1.901  -0.110
C  -0.033  -1.229  3.233  0.002
C  0.846  -1.860  4.097  -0.045
C  2.093  -2.263  3.643  -0.049
H  2.794  -2.770  4.286  0.115
H  0.563  -2.036  5.123  0.110
H  -1.001  -0.894  3.574  0.122
C  -0.670  -0.321  1.009  -0.432
O  -1.438  0.524  1.424  0.083
N  -0.594  -0.689  -0.290  0.122
H  -0.103  -1.534  -0.541  0.139
C  -1.506  -0.178  -1.284  -0.222
C  -2.405  -1.304  -1.744  -0.398
O  -2.117  -2.474  -1.641  0.101
N  -3.612  -0.965  -2.321  0.118
C  -4.200  0.253  -2.487  -0.593
N  -3.664  1.408  -2.297  0.013
N  -4.478  2.424  -2.540  0.019
C  -5.656  2.096  -2.927  -0.540
C  -6.707  3.045  -3.254  -0.278
C  -8.146  2.714  -2.942  -0.116
C  -7.688  2.737  -4.358  -0.117
H  -7.577  1.795  -4.875  0.089
H  -7.994  3.553  -4.993  0.102
H  -8.350  1.757  -2.485  0.090
H  -8.774  3.515  -2.584  0.103
H  -6.380  4.069  -3.131  0.144
S  -5.879  0.344  -3.031  1.094
H  -4.171  -1.768  -2.591  0.148
H  -2.103  0.608  -0.809  0.135
C  -0.745  0.430  -2.488  -0.367
C  -0.065  1.724  -2.053  -0.053
H  0.501  2.146  -2.880  0.080
H  0.615  1.537  -1.226  0.077
H  -0.810  2.448  -1.735  0.081
C  0.266  -0.558  -3.067  -0.053
H  1.109  -0.690  -2.392  0.076
H  -0.191  -1.528  -3.248  0.077
H  0.651  -0.180  -4.011  0.083
H  -1.490  0.670  -3.251  0.123
H  1.897  -1.241  0.439  0.116
C  5.458  -1.226  3.650  -0.271
C  6.873  -0.699  3.863  -0.069
H  6.932  0.366  3.656  0.067
H  7.171  -0.868  4.894  0.076
H  7.563  -1.223  3.207  0.084
H  4.748  -0.655  4.266  0.116
H  5.413  -2.275  3.945  0.105
H  5.977  0.480  1.473  0.118
H  4.635  -0.211  0.553  0.106



Entry from OMol25: the molecule C21H29NO5 (ωB97M-V with the def2-TZVPD basis set).

Values from the calculation:
energy = -33975.615 eV
LUMO energy = 0.3 eV
gap between HOMO and LUMO = 7.7 eV
structure (SMILES) = CCCCC1=CC2=CC(=O)[C@](C)(OC(=O)CC)C(=O)C2=CN1CCCCO
highest occupied orbital energy = -7.466 eV

Each line ends with the Löwdin charge.
Cartesian coordinates (Å):
C  -1.647  -3.560  0.873  -0.093
C  -2.809  -3.754  -0.095  -0.248
C  -3.879  -2.662  0.002  -0.193
H  -4.834  -3.072  -0.333  0.111
H  -3.995  -2.380  1.050  0.099
C  -3.593  -1.429  -0.871  -0.137
C  -2.309  -0.728  -0.548  -0.227
C  -1.242  -0.852  -1.379  0.023
C  0.035  -0.262  -1.120  -0.152
C  1.117  -0.416  -1.940  0.024
C  2.410  0.085  -1.613  -0.368
O  3.433  -0.193  -2.219  0.079
C  2.506  1.078  -0.432  -0.333
C  1.361  1.058  0.579  -0.308
O  1.478  1.604  1.659  0.114
C  0.112  0.450  0.126  -0.054
C  -0.987  0.528  0.928  0.033
N  -2.191  0.014  0.609  -0.009
C  -3.288  0.269  1.525  -0.127
H  -3.053  -0.214  2.481  0.136
H  -4.198  -0.174  1.130  0.112
C  -3.552  1.757  1.788  -0.169
C  -4.195  2.520  0.629  -0.167
C  -3.290  2.736  -0.584  -0.250
O  -3.420  1.632  -1.457  -0.066
H  -2.855  1.763  -2.224  0.102
H  -3.597  3.654  -1.104  0.117
H  -2.245  2.858  -0.266  0.118
H  -4.502  3.497  1.004  0.113
H  -5.089  1.996  0.285  0.119
H  -2.629  2.263  2.075  0.107
H  -4.231  1.809  2.641  0.117
H  -0.894  1.030  1.880  0.147
C  2.616  2.492  -1.009  0.038
H  3.478  2.534  -1.670  0.099
H  1.715  2.733  -1.570  0.100
H  2.745  3.205  -0.198  0.096
O  3.728  0.812  0.272  0.079
C  3.704  -0.324  0.959  -0.485
O  2.712  -1.006  1.069  0.142
C  5.060  -0.655  1.526  -0.129
C  5.841  -1.436  0.466  -0.076
H  6.844  -1.653  0.824  0.071
H  5.908  -0.857  -0.452  0.079
H  5.336  -2.373  0.243  0.082
H  4.931  -1.258  2.425  0.120
H  5.578  0.272  1.768  0.120
H  1.044  -1.024  -2.829  0.118
H  -1.344  -1.443  -2.276  0.126
H  -3.536  -1.758  -1.909  0.123
H  -4.427  -0.728  -0.810  0.108
H  -3.278  -4.716  0.125  0.104
H  -2.428  -3.803  -1.116  0.107
H  -1.079  -2.662  0.649  0.057
H  -0.966  -4.406  0.811  0.074
H  -2.011  -3.495  1.897  0.075